13
Properties=species:S:1:pos:R:3:forces:R:3 method="wB97M-V/def2-TZVPD" gap_ev=8.7 smiles="C=CC.SS" lumo_ha=-0.0018 energy_ha=-915.4072 homo_ha=-0.3207
C -4.747255 -1.307478 2.401820 -0.4 -1.5 1.5
C -4.326285 -1.233238 3.679387 0.6 0.4 -1.7
C -3.845993 0.010345 4.349834 -0.1 0.0 1.1
H -5.114231 -2.315838 2.180899 0.3 0.4 -0.7
H -4.859714 -0.537125 1.648643 0.0 0.2 0.4
H -4.124122 -2.169932 4.195572 -0.6 0.1 0.1
H -4.640158 0.747604 4.417204 -0.2 0.1 -0.1
H -3.603907 -0.225546 5.419452 0.3 0.4 -1.0
H -3.039076 0.496801 3.786189 0.1 -0.3 0.5
S 2.677976 -0.182609 -1.746894 1.4 -0.3 -0.4
S 3.391909 1.292132 -3.143324 -0.3 -0.9 0.9
H 3.716591 -1.025986 -2.000438 -0.5 0.1 0.2
H 2.118537 1.582195 -3.003586 -0.6 1.1 -0.7

=====

13
Properties=species:S:1:pos:R:3:forces:R:3 method="wB97M-V/def2-TZVPD" gap_ev=9.1 smiles="C=CC.SS" lumo_ha=-0.0036 energy_ha=-915.4049 homo_ha=-0.3394
C 1.173035 -2.934398 -2.134918 -0.7 3.6 -1.5
C 0.640052 -1.704795 -2.406523 -2.4 -2.0 2.3
C -0.529511 -1.093854 -1.504763 2.4 0.7 -2.8
H 1.831396 -3.257027 -2.881690 1.2 -0.8 -0.7
H 1.048540 -3.534346 -1.278908 -0.6 -0.4 0.9
H 0.831076 -1.139184 -3.292734 0.5 0.0 -0.5
H -1.328818 -0.589891 -2.097956 0.8 -0.2 0.3
H -0.959616 -1.848862 -0.943786 -0.8 -1.5 1.3
H 0.020608 -0.415150 -0.871570 -0.7 0.3 0.1
S -0.892776 2.193274 1.650355 0.2 -1.8 -1.4
S 0.357431 0.442012 1.274878 -0.3 2.0 0.5
H -1.642898 1.901461 0.512489 0.4 0.5 1.1
H 1.063772 1.116710 0.327648 0.0 -0.5 0.4

=====

13
Properties=species:S:1:pos:R:3:forces:R:3 method="wB97M-V/def2-TZVPD" gap_ev=9.7 smiles="C=C.CSS" lumo_ha=0.0230 energy_ha=-915.4177 homo_ha=-0.3338
C 3.109873 0.139903 2.518132 -1.4 0.4 -1.3
C 2.580976 -0.740984 3.363816 0.1 0.8 -0.4
H 3.177452 1.226213 2.596609 0.6 -0.3 1.1
H 3.110874 -0.069770 1.446813 0.3 -0.6 0.2
H 2.416247 -0.494238 4.403629 0.0 -0.1 0.1
H 2.187563 -1.670843 2.971068 0.4 -0.2 0.3
C 0.660096 0.467612 -1.197980 -0.2 0.8 1.6
S -1.006006 0.447431 -0.332307 1.1 -0.1 -1.0
S -2.064191 -0.455166 -1.828829 -0.5 -0.1 0.1
H 1.344470 0.549116 -0.336489 0.0 -0.6 -0.4
H 0.770163 -0.434628 -1.784266 0.1 -0.1 0.1
H 0.877661 1.370210 -1.767561 -0.6 -0.1 -0.3
H -2.688264 0.633483 -2.293140 0.0 0.1 -0.2

=====

13
Properties=species:S:1:pos:R:3:forces:R:3 method="wB97M-V/def2-TZVPD" gap_ev=9.5 smiles=SCCCS lumo_ha=0.0149 energy_ha=-915.3807 homo_ha=-0.3342
S 1.909089 -0.702500 0.240871 -3.4 -0.3 -3.1
C 1.136073 0.828447 -0.773010 2.7 2.9 5.5
C -0.127220 1.493407 0.083663 1.4 -1.3 -3.2
C -1.019689 0.496268 0.823765 1.4 0.9 -0.4
S -1.924488 -0.630995 -0.275691 1.3 -0.9 0.5
H 0.829797 -1.582920 -0.471727 2.7 1.6 1.7
H 0.845088 0.513934 -1.677020 -0.9 -1.4 -3.3
H 2.134166 1.564214 -0.876747 -3.0 -1.8 0.2
H 0.234300 2.268052 0.715913 0.6 0.3 0.9
H -0.879104 2.039717 -0.558921 1.2 -0.6 -0.1
H -1.530951 1.369265 1.221997 -1.6 -1.3 1.3
H -0.445236 -0.169474 1.489836 -0.5 0.9 0.2
H -0.876658 -1.575601 -0.092711 -1.7 0.9 -0.5

=====

13
Properties=species:S:1:pos:R:3:forces:R:3 method="wB97M-V/def2-TZVPD" gap_ev=5.4 lumo_ha=-0.1191 energy_ha=-915.2883 homo_ha=-0.3184
C -0.858486 -0.477044 0.296748 0.3 -0.2 0.6
C -1.776181 0.666326 -0.113772 -0.2 0.3 -1.7
C 0.548765 0.035559 -0.130120 -1.7 -0.2 -2.7
S 0.813796 -0.948442 -1.513022 1.0 0.2 -1.1
S 3.272352 -0.666654 0.062121 -1.4 0.6 0.8
H -1.046805 -1.505062 -0.194713 -0.1 1.9 0.9
H -0.962900 -0.560532 1.363808 0.2 -0.4 0.6
H -1.369806 1.266519 -0.994952 -0.6 -0.8 1.2
H -2.679174 0.222561 -0.449621 -1.1 -0.3 -0.6
H -2.100887 1.350351 0.659289 0.5 0.1 0.4
H 1.490188 -0.173021 0.483629 1.3 -0.2 0.9
H 0.470098 1.117268 -0.415722 0.8 -0.9 0.7
H 4.199040 -0.327830 0.946328 1.1 -0.2 0.0

=====

13
Properties=species:S:1:pos:R:3:forces:R:3 method="wB97M-V/def2-TZVPD" gap_ev=9.4 smiles=CCSSC lumo_ha=0.0329 energy_ha=-915.4413 homo_ha=-0.3129
C 0.682095 2.786933 0.713607 1.7 -1.4 -1.0
C 0.559462 1.605833 -0.269615 -0.3 0.2 -0.2
S 0.158464 0.102889 0.693808 0.5 0.9 1.4
S 0.107884 -1.488425 -0.459814 1.3 -1.4 -1.0
C -1.634434 -1.808850 -0.815128 1.1 -1.0 0.5
H 1.386006 2.523598 1.478165 -0.2 -1.1 1.3
H -0.269965 3.007255 1.108552 -0.7 1.2 0.5
H 1.421545 3.511563 0.358189 -1.4 0.9 -0.9
H -0.280854 1.618379 -0.950719 -0.2 0.9 -0.2
H 1.451955 1.608172 -0.884153 0.3 -0.8 0.1
H -1.869192 -0.984726 -1.420419 -1.3 0.9 -0.6
H -1.709987 -2.755968 -1.402251 0.1 0.7 0.7
H -2.033801 -1.863197 0.195546 -0.9 0.0 -0.5

=====

15
Properties=species:S:1:pos:R:3:forces:R:3 method="wB97M-V/def2-TZVPD" gap_ev=8.3 smiles="C1CS[SiH2]S1.C=S" lumo_ha=-0.0195 energy_ha=-1603.1229 homo_ha=-0.3242
C -1.136661 1.421790 0.013995 -1.8 3.1 0.0
C -0.419601 0.485554 0.835933 1.2 -2.1 1.5
S -0.330815 -1.311072 0.189547 0.1 1.1 0.3
Si -2.195572 -1.213505 -0.806070 -0.1 1.9 1.0
S -2.863560 0.811696 -0.163446 0.1 -0.8 -0.3
H -1.300601 2.362215 0.754822 0.6 -1.6 -2.2
H -0.731424 1.689588 -0.985509 0.0 -0.1 0.9
H 0.611542 0.728324 1.052479 0.3 0.2 -0.3
H -0.938931 0.516161 1.791889 0.0 -0.7 0.1
H -2.118880 -0.979169 -2.222163 0.1 -0.6 -0.8
H -3.064393 -2.262966 -0.315095 -0.4 -0.3 -0.2
C 3.593785 -0.714215 -0.052717 3.1 1.8 0.5
S 2.990653 0.746728 -0.283433 -0.9 -0.1 -0.2
H 3.185843 -1.672898 0.143852 -0.9 -0.6 -0.1
H 4.718620 -0.608227 0.045920 -1.2 -1.1 -0.2

=====

12
Properties=species:S:1:pos:R:3:forces:R:3 method="wB97M-V/def2-TZVPD" gap_ev=10.3 smiles="C=C(C)[SiH3]" lumo_ha=0.0365 energy_ha=-408.5104 homo_ha=-0.3433
C 0.542656 0.230908 1.678396 -0.3 -0.7 -3.5
C 0.073656 0.052573 0.418897 -0.2 -0.5 0.7
C -1.403770 0.412930 0.055884 -1.1 -0.5 2.3
Si 0.833068 -0.848532 -1.113422 2.0 2.4 1.7
H 1.527853 0.072220 1.998375 1.3 -0.5 0.1
H -0.117055 0.514060 2.402645 -1.7 1.2 2.0
H -1.658602 1.501886 0.017195 0.7 -0.8 0.0
H -2.156221 -0.020496 0.903352 1.7 0.8 -2.1
H -1.671041 -0.019592 -0.909120 -0.2 0.0 0.2
H 2.107573 -1.638899 -1.157546 -0.5 0.0 0.5
H 1.150829 0.359064 -1.865867 0.0 0.2 -0.8
H -0.266648 -1.478972 -1.624026 -1.8 -1.5 -1.1

=====

12
Properties=species:S:1:pos:R:3:forces:R:3 method="wB97M-V/def2-TZVPD" gap_ev="8.6 / 10.4" lumo_ha="0.0440 / -0.0208" energy_ha=-408.4029 homo_ha="-0.2731 / -0.4016" spin_multiplicity=3
C -0.769830 1.493349 0.527185 1.8 0.3 2.1
C -0.161243 1.407246 -0.712489 -3.3 0.8 0.2
C 1.119631 1.057930 -0.797821 1.4 -1.6 -2.0
Si -0.077675 -2.145434 0.423873 -1.9 0.8 0.3
H -1.735513 1.861105 0.799955 -0.5 0.0 -0.4
H -0.058032 1.371339 1.416894 -1.2 0.0 -1.2
H -0.823348 1.572715 -1.584392 0.7 -0.1 0.3
H 1.595117 0.817776 0.166140 0.4 0.1 -1.0
H 1.394167 0.714946 -1.850471 0.7 0.6 1.9
H -0.166548 -2.383732 1.853384 0.6 -0.3 0.5
H 0.977463 -2.542037 -0.424538 1.1 -0.7 -0.5
H -1.409446 -2.578244 -0.048473 0.1 0.0 -0.3

=====

19
Properties=species:S:1:pos:R:3:forces:R:3 method="wB97M-V/def2-TZVPD" gap_ev=7.9 lumo_ha=-0.0688 energy_ha=-1369.2541 homo_ha=-0.3581
Ag 2.579715 0.351824 -5.013852 -1.2 0.4 -0.3
Cl 0.315526 1.197295 -5.572826 1.2 -0.4 0.3
C -0.460282 1.083064 -1.869178 0.0 1.6 -1.0
O 0.350590 0.400424 -0.918463 -0.1 -0.1 -0.1
P -0.240131 -0.001961 0.475802 -0.1 -0.6 0.3
O -1.305062 0.818368 1.046054 -0.1 0.3 0.0
O 1.036683 -0.140835 1.405422 0.1 0.1 0.0
C 1.219783 0.789593 2.475790 0.3 -0.2 0.6
O -0.619647 -1.512983 0.205512 -0.3 0.0 -0.3
C -1.106740 -2.323910 1.267293 0.3 -0.3 0.6
H -0.081870 0.938561 -2.879855 0.1 -0.6 0.2
H -0.344554 2.160891 -1.719139 -0.1 -0.1 0.3
H -1.532411 0.894912 -1.886987 0.1 -0.6 0.5
H 1.957669 0.356749 3.151167 0.1 -0.1 -0.2
H 0.302153 0.902575 3.049830 -0.1 0.2 -0.2
H 1.602940 1.748175 2.130210 -0.2 0.0 -0.2
H -0.265453 -2.930630 1.604145 -0.1 -0.1 0.1
H -1.911547 -2.975173 0.934928 0.1 0.1 -0.4
H -1.497353 -1.756932 2.114156 0.1 0.3 -0.1

=====

24
Properties=species:S:1:pos:R:3:forces:R:3 method="wB97M-V/def2-TZVPD" gap_ev="5.3 / 3.4" lumo_ha="-0.0740 / -0.1422" energy_ha=-1477.3685 homo_ha="-0.2670 / -0.2667" spin_multiplicity=2
Ag 10.587730 -0.617990 12.165540 0.8 0.7 -0.4
I 12.665820 2.440690 10.737310 -0.7 -0.9 0.4
I 8.722100 -2.000970 8.882140 0.1 0.1 0.2
C 12.870650 2.231630 16.536400 -0.4 1.0 -0.9
N 13.204790 0.971820 15.852140 -0.5 -1.8 1.0
O 14.351100 0.605510 15.970000 0.2 0.1 -0.4
O 12.313820 0.304080 15.331950 0.4 0.8 0.0
H 11.809510 2.434040 16.391110 0.2 -0.1 0.1
H 13.461690 2.939700 15.955530 -0.1 0.4 0.4
H 13.164020 2.249800 17.586020 0.1 -0.4 -0.3
C 15.736380 -3.111520 11.075970 0.5 -0.5 -0.8
N 14.485810 -3.269860 11.788470 -1.6 0.2 4.7
O 13.485120 -2.617750 11.580580 0.0 0.2 -2.0
O 14.551280 -3.885900 12.870690 0.6 -0.4 -1.7
H 16.472180 -3.389130 11.830710 0.2 0.6 -0.3
H 15.747570 -2.106190 10.654910 0.3 -0.2 0.2
H 15.804060 -3.870240 10.296310 -0.2 0.1 -0.2
C 7.759930 -5.583620 13.755790 -1.0 0.6 -0.5
N 9.170170 -5.038180 13.815980 -0.7 0.4 -0.6
O 10.012490 -5.810280 14.195900 0.2 0.4 0.0
O 9.351800 -3.874690 13.415900 -0.2 -1.6 0.6
H 7.051570 -4.755310 13.740620 0.3 0.2 0.4
H 7.499050 -6.306010 14.529220 0.7 0.3 0.1
H 7.554620 -6.052060 12.793240 0.8 -0.2 -0.1

=====

24
Properties=species:S:1:pos:R:3:forces:R:3 method="wB97M-V/def2-TZVPD" gap_ev=2.6 total_charge=+4 lumo_ha=-0.7904 energy_ha=-1157.5677 homo_ha=-0.8871
O 2.067914 -2.785389 1.874793 -0.1 2.2 -8.4
C 2.074672 -2.545138 0.546982 2.8 -5.2 4.6
O 2.793068 -3.535129 -0.288155 -3.5 4.2 1.7
C 1.376141 -1.192732 -0.145756 -1.6 0.5 -0.4
C 0.066220 -0.723249 0.721159 1.8 -1.6 0.1
B -0.379377 0.850187 0.510600 -3.5 -0.2 1.0
O -1.753941 1.388598 0.680752 2.1 -2.9 -3.9
B -2.731877 0.679897 -0.167498 -3.8 -2.7 6.2
O -3.881781 0.003638 0.531380 5.3 1.8 -1.8
O -2.728935 0.599841 -1.641535 -1.1 -0.1 0.4
P 0.971546 2.181489 0.043330 4.3 5.0 0.3
O 0.350917 3.633780 0.114279 1.1 -4.8 -0.5
O 1.610570 1.793567 -1.563838 -3.1 -0.9 3.3
O 2.212891 2.003803 1.301710 -3.8 -1.5 -2.6
H 2.484071 -3.427834 -1.248191 0.7 -0.2 1.2
H 2.238285 -0.403037 -0.215181 -1.1 -1.7 0.3
H 0.996300 -1.522573 -1.227317 1.2 0.5 2.3
H 0.338051 -0.831355 1.878535 -0.7 0.6 -2.1
H -0.780666 -1.507132 0.520604 1.1 1.6 0.4
H -3.532916 -0.280481 1.448959 -1.3 0.7 -1.4
H -3.717194 0.548468 -1.896687 0.5 -1.9 -0.1
H 0.902071 1.205025 -2.006718 1.7 1.2 0.4
H 1.905751 1.285038 1.959574 0.9 1.5 -0.9
Zr -2.881781 2.580719 -1.731781 0.3 4.0 -0.3

=====

20
Properties=species:S:1:pos:R:3:forces:R:3 method="wB97M-V/def2-TZVPD" gap_ev=5.5 lumo_ha=-0.0417 energy_ha=-998.8454 homo_ha=-0.2431
N -1.518227 1.752071 0.215097 0.8 -0.5 0.4
B -1.455301 0.272884 0.227995 -2.1 0.5 0.4
O -2.585241 -0.395962 0.239192 2.4 1.8 -1.1
N -0.172267 -0.577107 0.279513 0.4 -0.7 1.4
C 0.934182 0.027508 0.858636 -1.5 1.1 -2.9
N 1.393446 -0.268062 2.024615 0.1 -0.3 1.1
N 1.437061 0.938699 -0.054220 1.8 -1.7 -0.1
C 1.059344 0.412877 -1.407746 0.4 -0.6 -1.0
C 0.445631 -0.961944 -1.013639 0.6 1.7 0.4
Cl -0.578951 -1.766106 -2.169005 0.3 0.2 0.5
H -0.951323 2.188308 0.935422 0.0 0.3 -0.3
H -1.282502 2.142028 -0.690315 -0.1 0.2 0.2
H -2.421907 -1.355544 0.024234 -2.4 -1.0 1.0
H 2.301431 0.003800 2.374927 -0.2 0.4 0.0
H 0.822504 -0.876063 2.603769 0.1 -0.1 -0.2
H 2.457806 0.926221 -0.080338 0.0 0.9 0.6
H 1.985313 0.231136 -1.969360 -0.1 0.2 0.1
H 0.473125 1.074544 -2.048543 -0.4 0.0 0.7
H 1.352052 -1.498488 -0.693032 -0.5 -1.0 -0.8
F -3.696178 -2.270800 0.342798 0.3 -1.4 -0.3

=====

14
Properties=species:S:1:pos:R:3:forces:R:3 method="wB97M-V/def2-TZVPD" gap_ev=10.3 smiles=CCB(C)O lumo_ha=0.0202 energy_ha=-219.7886 homo_ha=-0.3569
C -0.605068 0.202606 1.973751 0.5 2.4 0.6
C -0.334087 -0.769199 0.851406 4.5 1.7 -1.7
B 0.331062 0.026019 -0.579921 -1.6 -2.7 -1.0
C 0.162934 -0.118504 -2.238666 -0.5 -0.8 0.9
O 1.140393 0.992652 -0.248133 1.7 2.6 1.6
H -0.561342 -0.451247 2.829818 -0.4 0.4 0.9
H -1.580744 0.771479 1.911069 0.8 -0.9 0.0
H 0.182498 1.044726 2.135614 -1.1 -1.6 -0.5
H -1.109645 -1.467971 0.907966 -1.1 -1.3 -0.9
H 0.659463 -1.306860 1.192963 -1.8 0.6 -0.7
H -0.832813 -0.603765 -2.297642 -0.3 1.3 -0.5
H 0.337039 0.940156 -2.641449 -0.9 -1.6 0.1
H 0.662209 -0.866037 -2.914761 0.5 0.8 1.1
H 1.548101 1.605943 -0.882016 -0.4 -0.8 0.1